Density functional theory data (the ωB97M-V functional and the def2-TZVPD basis) for C7H6Cl4 in the gas phase at a distorted geometry.

Atoms and positions in Å:
C -1.08024 -0.91269 0.18815
C 0.12903 -1.49305 0.04959
C -0.92458 0.56688 -0.08164
C 1.23467 -0.56395 -0.18541
C 0.55559 0.60529 -0.03329
C -2.07309 1.63669 0.57118
C 2.64410 -1.04371 -0.35490
Cl 1.40157 2.18180 0.04538
Cl -2.05565 3.16714 -0.28864
Cl -3.71789 0.80058 0.36418
Cl -1.99794 1.90236 2.27863
H -2.12196 -1.41007 0.24356
H 0.07500 -2.59116 -0.09415
H -1.12234 0.61906 -1.20055
H 3.18455 -0.25170 -1.03357
H 2.56073 -2.05672 -0.93984
H 3.30843 -1.15675 0.47131

## Properties
Molecular weight: 231.9 g mol⁻¹
HOMO-LUMO gap: 8.97 eV
Max |F|: 4.1 eV/A
ΔE to the lowest compared entry with this formula, charge and spin: 30.9 kcal per mole
SMILES string: CC1=C(Cl)[C@H](C(Cl)(Cl)Cl)C=C1


Density functional theory data (the ωB97M-V functional and the def2-TZVPD basis) for 14 unconnected molecules or ions with the total composition C66H120F12O38 at a distorted geometry.

Atoms and positions in Å:
C 5.85096 3.34900 -7.76347
O 4.60172 2.95480 -7.25166
C 4.07203 1.82229 -7.93970
C 2.83374 1.28250 -7.25047
O 2.95581 0.64407 -6.01063
C 3.75808 1.29275 -5.05162
C 3.57221 0.58185 -3.71663
O 3.94783 -0.76939 -3.67929
C 5.34243 -0.96672 -3.60257
H 5.79701 3.69507 -8.80249
H 6.61463 2.56768 -7.73347
H 6.24168 4.21415 -7.22799
H 4.81112 1.01220 -7.96933
H 3.84781 2.14346 -8.95986
H 2.38066 0.64048 -8.00981
H 2.08604 2.08308 -7.15213
H 3.47911 2.34130 -4.88221
H 4.77911 1.28459 -5.44706
H 2.51470 0.69515 -3.46592
H 4.10044 1.13537 -2.92930
H 5.73603 -0.53970 -2.67544
H 5.90286 -0.59716 -4.46295
H 5.56099 -2.03008 -3.50548
C 4.90028 7.23248 0.93767
O 4.72217 6.17999 1.88310
C 5.90349 5.82037 2.57373
C 6.95797 5.23529 1.62915
O 6.38925 4.09489 0.97036
C 7.08431 3.80200 -0.22850
C 6.55640 2.45829 -0.74239
O 5.15799 2.36789 -0.93405
C 4.57413 3.36736 -1.68918
H 5.36250 6.80301 0.04673
H 5.51724 8.03052 1.36154
H 3.90643 7.64163 0.77667
H 5.56229 5.08857 3.30641
H 6.26143 6.66106 3.17837
H 7.72442 4.75600 2.25210
H 7.45453 5.95059 0.97281
H 8.14778 3.64914 -0.01924
H 6.94021 4.56598 -0.99713
H 6.94229 1.65669 -0.11874
H 6.93695 2.31370 -1.76413
H 3.51466 3.22180 -1.90248
H 5.04379 3.55037 -2.67105
H 4.62679 4.33854 -1.17525
C 2.98605 3.26089 1.95446
O 2.14064 2.73141 2.93429
C 2.06467 1.31759 2.89041
C 1.10671 0.77595 3.91337
O 1.57289 0.86138 5.25412
C 0.71668 0.24195 6.17796
C 1.13949 0.64314 7.55905
O 2.42850 0.22752 7.91928
C 2.80194 0.72873 9.17262
H 4.01351 2.88302 1.90904
H 2.94623 4.34302 2.06728
H 2.60064 3.06967 0.93615
H 3.08350 0.93045 3.00123
H 1.74790 1.02772 1.88135
H 0.89699 -0.28434 3.72996
H 0.15361 1.31231 3.87597
H 0.69945 -0.85561 6.09235
H -0.31431 0.57565 6.00887
H 0.41199 0.26519 8.29150
H 1.01138 1.73460 7.60899
H 2.24180 0.28443 10.00297
H 2.69289 1.81925 9.16654
H 3.85190 0.51863 9.37634
C -4.39013 -4.03939 5.43162
O -4.42917 -3.77645 6.79166
C -5.67147 -3.28693 7.23870
C -5.98564 -1.91126 6.61872
O -4.87564 -1.06325 6.78782
C -5.12666 0.26103 6.40154
C -3.82384 1.03545 6.49873
O -2.68461 0.56726 5.82393
C -2.87776 0.06981 4.51864
H -4.61172 -3.13334 4.84479
H -5.22796 -4.67765 5.10519
H -3.46217 -4.46731 5.06523
H -5.64953 -3.25949 8.32694
H -6.47636 -4.00858 7.04210
H -6.83248 -1.54417 7.21733
H -6.24207 -1.90097 5.55471
H -5.84704 0.74434 7.07600
H -5.55971 0.35043 5.39626
H -3.56117 1.14161 7.55237
H -3.99718 2.06216 6.14144
H -3.35410 0.87230 3.93957
H -3.48701 -0.83945 4.52431
H -1.92419 -0.13922 4.03971
C -3.45651 -3.23392 -3.16740
O -4.34138 -3.97015 -2.35612
C -5.60502 -4.23711 -2.96324
C -6.28698 -5.28690 -2.11893
O -6.90458 -4.74672 -0.97668
C -7.37397 -5.69746 -0.02804
C -7.98723 -4.96338 1.13871
O -7.00435 -4.58960 2.09542
C -7.62743 -4.08455 3.25374
H -3.21902 -3.69522 -4.13250
H -2.48519 -3.19110 -2.67246
H -3.81347 -2.21690 -3.35673
H -5.48038 -4.56333 -3.99755
H -6.24137 -3.34442 -2.95084
H -5.60217 -6.11034 -1.89210
H -7.07980 -5.71085 -2.75349
H -6.50000 -6.24556 0.33625
H -8.16488 -6.29229 -0.49196
H -8.72433 -5.57587 1.66602
H -8.46512 -4.06441 0.73068
H -8.28560 -3.23684 3.03851
H -6.94637 -3.75656 4.03446
H -8.20890 -4.90064 3.70533
C 1.70664 7.17910 -2.62279
C 1.85197 6.25144 -1.43105
O 0.61370 5.56710 -1.13517
C -0.08208 5.87520 -0.03400
O 0.33678 6.49072 0.89351
C -1.52347 5.34760 -0.13584
F -1.79314 5.05326 -1.41473
F -1.58385 4.25476 0.61836
F -2.39636 6.25722 0.26754
H 0.84575 7.82768 -2.45076
H 1.46258 6.60102 -3.51403
H 2.65608 7.68139 -2.79496
H 2.29391 6.73541 -0.56742
H 2.43241 5.39217 -1.77180
C 4.98188 -5.21728 0.34503
C 3.93587 -4.29938 0.92123
O 4.05090 -3.04997 0.23650
C 3.39515 -1.99978 0.69903
O 2.64021 -2.03404 1.62774
C 3.51686 -0.71878 -0.16138
F 2.41238 -0.62741 -0.92106
F 3.58049 0.37365 0.55939
F 4.57542 -0.81933 -0.96474
H 4.76231 -6.25363 0.61022
H 5.97930 -5.03596 0.74517
H 4.99242 -5.16179 -0.74324
H 4.11438 -4.17337 1.99104
H 2.93323 -4.70600 0.77531
C 0.96261 2.05110 -1.32772
C -0.30852 1.94434 -0.50834
O -0.75345 0.61505 -0.39698
C -1.19729 0.13703 0.77008
O -1.32113 0.79588 1.75158
C -1.54412 -1.36813 0.73750
F -1.89677 -1.77206 -0.47257
F -0.47532 -2.02773 1.18445
F -2.53081 -1.62188 1.60859
H 1.86281 1.65672 -0.86348
H 1.11383 3.06256 -1.70373
H 0.87817 1.40962 -2.21549
H -1.08278 2.58258 -0.93165
H -0.09263 2.37116 0.47434
C -0.89373 0.87039 -5.17937
C -1.66254 0.83161 -3.87972
O -2.64226 1.87708 -3.96346
C -3.46635 1.93482 -2.92199
O -3.44683 1.20532 -1.98071
C -4.53323 3.03772 -3.00602
F -4.57275 3.63047 -4.19803
F -5.71637 2.46863 -2.77287
F -4.29079 3.97689 -2.09595
H -0.07479 0.16274 -5.29506
H -0.42300 1.82387 -5.43431
H -1.60724 0.74466 -5.99930
H -0.97233 1.19946 -3.11250
H -2.03340 -0.14328 -3.57271
C 0.63874 -2.71645 -2.46112
C 0.67085 -2.24361 -3.90561
C 1.72025 -2.90232 -4.79974
O 0.99022 -3.01369 -6.04329
C -0.31818 -2.79498 -5.85317
O -1.18435 -2.89656 -6.66522
O -0.53759 -2.51034 -4.56028
H 0.36559 -3.76866 -2.36639
H -0.10929 -2.18190 -1.87701
H 1.62263 -2.52626 -2.03113
H 0.88785 -1.17151 -3.83493
H 2.00124 -3.89953 -4.45950
H 2.57907 -2.23976 -4.86352
C -3.30056 -5.09858 2.21194
C -2.46466 -5.69362 1.10702
C -2.49405 -4.85513 -0.17642
O -1.09987 -4.63215 -0.46171
C -0.33711 -5.12846 0.50962
O 0.85658 -5.10825 0.47680
O -1.08642 -5.69858 1.47627
H -4.37873 -5.16579 2.05905
H -2.95237 -4.07648 2.35693
H -3.15252 -5.72465 3.09555
H -2.80887 -6.69307 0.82986
H -3.12275 -3.97029 -0.08329
H -2.89290 -5.35072 -1.05849
C -6.22512 -0.68425 -1.28463
C -6.57193 -1.72163 -0.19376
C -5.33914 -2.37265 0.46690
O -5.45433 -1.93166 1.80918
C -6.60096 -1.22646 2.00420
O -6.96761 -0.78596 3.04473
O -7.23201 -0.99116 0.84601
H -5.24152 -0.29523 -1.02235
H -6.95721 0.12024 -1.24167
H -6.22112 -1.09048 -2.29479
H -7.17452 -2.50864 -0.63913
H -4.42490 -2.03995 -0.01940
H -5.48885 -3.44814 0.41442
C -0.90179 -3.29257 4.27749
C 0.17498 -4.35363 4.45222
C 1.48013 -3.99304 3.73785
O 2.38552 -3.76091 4.81148
C 1.82985 -4.12438 5.99287
O 2.40697 -4.04773 7.03307
O 0.54730 -4.45571 5.83233
H -1.72592 -3.51760 4.95754
H -1.23246 -3.31835 3.24252
H -0.52313 -2.31854 4.59104
H -0.19384 -5.31081 4.08345
H 1.47587 -3.09268 3.12769
H 1.80308 -4.82245 3.10271
C 2.07650 4.02258 -5.02119
C 3.51616 4.40352 -5.30336
C 3.80097 4.99473 -6.66855
O 4.75036 6.03336 -6.41346
C 4.63243 6.40683 -5.11041
O 4.98720 7.44582 -4.64580
O 3.94988 5.47588 -4.45328
H 2.01273 3.63615 -4.00393
H 1.72856 3.27443 -5.73493
H 1.39704 4.86641 -5.14155
H 4.24858 3.62671 -5.06215
H 2.91810 5.40673 -7.16192
H 4.22295 4.22662 -7.31483

## Properties
Molecular weight: 1749.6 g mol⁻¹
HOMO-LUMO gap: 8.80 eV
Max |F|: 5.6 eV/A


Density functional theory data (the ωB97M-V functional and the def2-TZVPD basis) for 2 unconnected molecules or ions with the total composition C9H15N2S at a distorted geometry.

Atoms and positions in Å:
C -2.38947 3.04250 0.58197
C 3.80250 -0.48111 0.97215
C -1.16074 2.50264 0.76576
C -0.39759 2.34859 -0.40892
C 2.73698 0.31624 0.90483
C 0.67928 1.59836 -0.54715
C -0.43354 -1.21706 0.98263
C 1.58039 1.55491 -1.76236
C -0.97193 -3.27416 -0.41977
N -1.01794 -1.48153 2.17973
N -0.31862 -1.95155 -0.08718
S 1.11320 0.74988 1.05423
H -3.02683 3.48211 1.33844
H -2.70056 3.30455 -0.43355
H 3.80107 -1.58748 0.89404
H 4.66854 0.04589 1.02320
H -0.82307 2.01256 1.76798
H -0.67573 2.98886 -1.28446
H 2.64460 1.62053 -1.55849
H 1.29322 2.22650 -2.60705
H 1.43412 0.50663 -2.04442
H -1.61273 -3.24807 -1.26426
H -1.37905 -3.50662 0.59207
H -0.26547 -4.01663 -0.76036
H -0.77457 -0.94310 2.92666
H -1.41431 -2.38309 2.31978
H 0.05328 -1.36457 -0.86020

## Properties
Net charge: +1
Molecular weight: 183.3 g mol⁻¹
HOMO-LUMO gap (spin up / spin down): 7.53 / 7.54 eV
Max |F|: 5.2 eV/A
ΔE to the lowest compared entry with this formula, charge and spin: 125.5 kcal per mole


Number 1: calculated total energy -2111.01601 Eh. Number 2: calculated total energy -6644.09223 Eh. Number 3: calculated total energy -859.16987 Eh.